(1)
Computed, not measured: C29H36InN8 as an isolated structure at a distorted geometry, with ωB97M-V/def2-TZVPD.

Geometry as ORCA input:
```
! wB97M-V def2-TZVPD RIJCOSX def2/J DEFGRID3
* xyz -1 1
In -2.1197 0.3462 0.1984
N -1.2381 -2.0310 -0.1173
N -0.2046 -3.5023 -2.2454
C 1.1597 1.9302 -0.3009
C 1.9966 0.8156 -0.0173
C 1.9477 0.5774 1.3847
C 2.5968 -0.5376 2.1032
H 3.4832 -0.8794 1.5564
H 1.9285 -1.4038 2.2326
H 2.9080 -0.2255 3.1087
C 1.0927 1.5533 1.9675
C 0.6951 1.6380 3.3859
H 0.5535 2.6877 3.6810
H 1.4654 1.1962 4.0339
H -0.2515 1.1090 3.5816
C 0.5983 2.3845 0.9257
C -0.3991 3.4641 1.0814
H -1.4350 3.0957 0.9736
H -0.2412 4.2377 0.3195
H -0.3116 3.9235 2.0746
C 2.7247 0.0060 -1.0110
H 3.5959 -0.4845 -0.5600
H 3.0698 0.6309 -1.8436
H 2.0835 -0.7817 -1.4335
C 0.8444 2.4563 -1.6415
H 0.0146 1.8987 -2.1015
H 1.7094 2.3641 -2.3107
H 0.5512 3.5124 -1.5988
C -1.0706 -1.3413 1.1184
H -0.0471 -1.0023 1.3342
C -1.8568 -1.9298 2.1675
H -2.1892 -1.2974 2.9941
C -2.2015 -3.2631 2.0784
H -2.8327 -3.7230 2.8432
C -1.6843 -4.0550 1.0587
H -1.8043 -5.1393 1.0542
C -1.0743 -3.4560 -0.0684
C -0.4756 -4.2004 -1.0925
H -0.4222 -5.2834 -1.1295
C -0.4182 -2.1631 -2.2640
C 0.2669 -3.9014 -3.5053
H 0.5351 -4.9258 -3.6950
C 0.2883 -2.8106 -4.2867
H 0.5904 -2.6918 -5.3119
N -0.1580 -1.7188 -3.5403
C -0.2987 -0.3698 -3.9992
C 0.8051 0.2649 -4.5924
C 0.6530 1.5709 -5.0746
H 1.5060 2.0623 -5.5564
C -0.5529 2.2587 -4.9462
C -0.7103 3.6618 -5.4565
H -0.6760 4.3919 -4.6350
H -1.6754 3.7844 -5.9638
H 0.0893 3.9107 -6.1624
C -1.6246 1.6198 -4.3153
H -2.5681 2.1571 -4.1888
C -1.5338 0.2913 -3.8893
C -2.7822 -0.4009 -3.4446
H -2.6106 -1.0815 -2.6085
H -3.2371 -0.9786 -4.2638
H -3.5164 0.3447 -3.1236
C 2.1432 -0.3904 -4.6892
H 2.1504 -1.2480 -5.3748
H 2.5186 -0.7214 -3.7111
H 2.8586 0.3437 -5.0806
N -1.1456 -2.1431 6.3724
N 0.0375 -1.6436 5.4575
N -2.3090 0.1185 4.9842
C -2.7892 1.0203 4.4254
N -0.7037 -1.3838 -1.2105
N 0.2922 -1.6585 4.3441
H -1.8309 -1.3799 6.2459
H -0.7234 -1.9846 7.2874
H -3.2722 1.8871 3.9520
*
```

Values from the calculation:
Energy relative to the best compared isomer or geometry (same formula, charge and spin): 0.000 eV
LUMO energy (spin up / spin down): 2.5 / 2.3 eV
Total energy: -1754.58950 hartree
Highest occupied orbital energy (spin up / spin down): -2.3 / -2.3 eV
Kohn-Sham gap (spin up / spin down): 4.8 / 4.6 eV

***

(2)
Computed, not measured: C22H41Cd2Cl2FO29S2 as an isolated structure at a distorted geometry, with ωB97M-V/def2-TZVPD.

Geometry as ORCA input:
```
! wB97M-V def2-TZVPD RIJCOSX def2/J DEFGRID3
* xyz 0 1
Cd -10.7486 -12.3998 4.8355
Cd -6.0935 -8.6539 5.0006
S -7.3538 -10.9171 2.8818
O -7.6288 -9.5352 3.0532
O -8.5558 -11.6810 3.1144
O -6.7421 -11.2906 1.6210
O -6.3437 -11.0579 3.9783
S -9.3654 -10.1399 7.0053
O -10.2983 -9.8713 5.9222
O -9.2339 -11.5875 6.8391
O -8.1246 -9.4367 6.8267
O -9.9327 -9.8150 8.2805
C -11.7016 -17.0397 -4.1899
O -10.7064 -16.6983 -3.1941
C -11.0612 -16.5782 -1.8482
O -12.1510 -16.9845 -1.3393
O -10.0655 -15.9798 -1.2157
C -10.1155 -15.6898 0.1053
H -11.8378 -16.1577 -4.8157
H -12.6389 -17.3173 -3.7077
H -11.3678 -17.8821 -4.7958
H -10.3704 -16.5934 0.6590
H -10.9018 -14.9514 0.2624
H -9.0818 -15.4312 0.3348
C -12.7612 -9.3332 1.9881
O -13.8037 -10.2243 1.4917
C -13.7398 -11.5591 1.7699
O -12.8194 -12.0635 2.4514
O -14.6995 -12.1723 1.0621
C -14.4474 -13.5694 0.8546
H -13.0317 -8.4313 1.4390
H -11.7075 -9.5823 1.8629
H -12.7632 -9.2221 3.0724
H -14.0274 -14.0542 1.7358
H -13.8916 -13.7609 -0.0633
H -15.4621 -13.9644 0.8050
C -4.1022 -18.9740 2.7541
O -4.4807 -18.1751 3.8242
C -5.4712 -17.2643 3.6862
O -6.2405 -17.1531 2.6726
O -5.4429 -16.5160 4.7728
C -6.5244 -15.5889 4.9735
H -4.8948 -18.9088 2.0088
H -3.9825 -19.9964 3.1124
H -3.1109 -18.7518 2.3590
H -6.0502 -14.6452 5.2426
H -7.1592 -15.8954 5.8049
H -7.2559 -15.4631 4.1752
C -3.7733 -8.5231 -0.0736
O -2.6828 -7.8622 0.5335
C -2.6069 -7.7838 1.8739
O -3.5162 -8.0082 2.6984
O -1.4001 -7.3230 2.2642
C -0.2565 -7.2372 1.4027
H -3.5996 -9.5945 -0.1736
H -3.8782 -8.1101 -1.0768
H -4.7230 -8.3232 0.4225
H -0.2576 -8.1716 0.8415
H 0.6890 -7.2013 1.9438
H -0.3045 -6.4746 0.6254
C -2.1526 -6.7514 8.6299
O -2.0710 -8.1459 8.7269
C -3.0154 -8.9604 8.1490
O -3.8383 -8.6135 7.2518
O -2.9406 -10.1352 8.7914
C -3.7464 -11.2190 8.3701
H -1.4431 -6.2655 9.2997
H -3.1326 -6.4934 9.0314
H -1.8825 -6.4123 7.6298
H -4.7229 -10.9308 7.9808
H -4.0489 -11.8118 9.2333
H -3.0990 -11.7857 7.7010
C -9.5081 -5.2842 4.6361
O -8.6986 -4.3292 5.2298
C -7.4067 -4.5766 5.4010
O -6.8708 -5.7164 5.4136
O -6.8080 -3.4671 5.6846
C -5.4385 -3.4749 6.0895
H -9.6183 -6.1291 5.3158
H -9.2654 -5.6264 3.6301
H -10.5349 -4.9238 4.5729
H -5.3631 -3.9200 7.0816
H -5.1484 -2.4243 6.0721
H -4.8317 -3.9860 5.3420
C -8.2352 -12.2035 -2.3233
C -9.3392 -11.3795 -1.6560
O -10.4848 -11.7096 -2.4247
C -10.0857 -12.2077 -3.6452
O -10.8530 -12.6118 -4.5020
O -8.7701 -12.3295 -3.6584
F -9.1499 -10.0675 -1.8493
H -8.1483 -13.1715 -1.8299
H -7.2794 -11.7020 -2.1714
H -9.5049 -11.5368 -0.5902
C -3.0518 -13.2789 2.4706
Cl -2.1276 -12.1664 3.5430
Cl -2.0108 -14.6692 1.8704
H -3.9448 -13.6379 2.9822
H -3.3628 -12.7229 1.5861
*
```

Values from the calculation:
LUMO energy: -4.2 eV
Total energy: -5196.67035 hartree
Highest occupied orbital energy: -8.4 eV
Kohn-Sham gap: 4.2 eV